Entry from the OMol25 dataset: 17 unconnected molecules or ions with the total composition C60H161N7O24 at a distorted geometry (wB97M-V/def2-TZVPD).

Properties
molar mass	1364.97	g mol⁻¹
F_max	3.3	eV/A
frontier orbital gap	0.32148	Eh
E_LUMO	0.61	eV

```
! wB97M-V def2-TZVPD RIJCOSX def2/J DEFGRID3
* xyz 0 1
C -3.89459 -3.27933 -4.91882
O -2.93471 -2.69978 -5.81048
H -3.78086 -2.89000 -3.90724
H -4.88080 -2.95715 -5.29125
H -3.78898 -4.39024 -4.90023
H -2.11473 -3.14310 -5.69747
C 1.83126 -3.89624 6.69976
O 1.41466 -3.32730 5.46123
H 2.87718 -4.11915 6.70635
H 1.47486 -3.22394 7.51499
H 1.20811 -4.81790 6.90546
H 1.58949 -2.36800 5.59342
C -3.17326 2.40853 4.11648
O -1.83044 1.99268 4.10302
H -3.26254 3.46383 4.38287
H -3.66360 2.38576 3.13552
H -3.80143 1.91999 4.83965
H -1.26546 2.77322 4.21268
C -1.19924 3.17663 0.69790
O -0.00457 3.36565 1.52341
H -1.98469 3.00618 1.42982
H -1.46022 4.12212 0.18413
H -1.09923 2.30430 0.00466
H 0.84717 3.39089 0.94218
C -5.07711 0.11933 1.07486
O -4.03305 1.01680 0.83135
H -4.74761 -0.96146 1.16672
H -5.65034 0.34631 1.99414
H -5.86252 0.20037 0.27268
H -3.27107 0.53121 0.55881
C 4.22032 -1.49652 -3.69774
O 3.70833 -2.26263 -4.80834
H 4.94856 -2.03799 -3.11588
H 4.70332 -0.57187 -4.05559
H 3.30902 -1.20659 -3.06387
H 3.27809 -1.62652 -5.34976
C -2.89168 -3.14033 0.71880
C -3.41784 -4.25079 -0.20595
C -4.80232 -3.78744 -0.67886
O -2.52259 -4.51146 -1.29727
H -3.59378 -2.94058 1.49149
H -2.77699 -2.31154 0.05214
H -1.91086 -3.46678 1.09426
H -3.54564 -5.16258 0.34039
H -4.71338 -2.89182 -1.24403
H -5.29456 -3.48938 0.27843
H -5.45250 -4.53273 -1.19878
H -1.65101 -4.66048 -1.00439
C 1.40548 1.24443 -8.21335
C 1.38653 0.72378 -6.80576
C 0.19770 -0.24845 -6.79858
O 2.60445 -0.02302 -6.42694
H 0.38725 1.59438 -8.49097
H 1.64000 0.41482 -8.87201
H 2.16172 1.99404 -8.44292
H 1.45446 1.49277 -6.03076
H 0.04360 -0.70291 -7.80280
H -0.63494 0.32403 -6.46866
H 0.24675 -1.00002 -5.98790
H 2.96078 -0.45144 -7.24102
C -0.42916 -0.52982 1.57044
C -0.37442 -0.21949 0.04430
C 0.15117 -1.32758 -0.81579
O -1.76349 0.11708 -0.34276
H -1.15410 -1.29176 1.80757
H -0.71122 0.40139 2.06146
H 0.58078 -0.76950 1.99423
H 0.23070 0.65127 -0.06523
H 0.12125 -1.14384 -1.91339
H -0.53709 -2.16772 -0.73989
H 1.14564 -1.63213 -0.59453
H -1.78152 0.63923 -1.16040
C -1.69306 6.24485 4.88313
C -1.21852 5.46793 3.66486
C -0.53912 6.33923 2.56226
O -0.40231 4.37189 4.02794
H -0.85591 6.78705 5.25897
H -2.15134 5.63908 5.67177
H -2.43281 6.97239 4.60310
H -2.08866 5.11118 3.08528
H 0.41972 6.85473 2.80951
H -1.25565 7.15469 2.25205
H -0.34992 5.76139 1.62663
H 0.06916 3.96547 3.26324
C -4.44986 4.16763 -1.20867
O -3.78544 4.34184 -2.41930
C -4.13371 5.37156 -3.26760
C -3.28876 5.43142 -4.55489
N -3.56014 4.26918 -5.37908
C -2.51468 4.16430 -6.39948
C -2.79618 3.15292 -7.47059
O -2.78545 1.84505 -6.90532
C -3.49743 0.86643 -7.50107
H -3.88164 3.47476 -0.66310
H -5.44768 3.66466 -1.34455
H -4.48836 5.10245 -0.58893
H -3.95415 6.34763 -2.73801
H -5.22153 5.25086 -3.51655
H -2.21205 5.40339 -4.28838
H -3.59180 6.31695 -5.00071
H -3.55090 3.53933 -4.75803
H -1.60650 3.94899 -5.81248
H -2.43975 5.14350 -6.82467
H -2.01832 3.22124 -8.27827
H -3.83154 3.28065 -7.88055
H -3.33694 0.57907 -8.56550
H -4.59288 1.05362 -7.34508
H -3.35349 -0.03414 -6.90967
C -3.47681 -4.16777 4.06403
O -3.58931 -2.76066 4.14753
C -2.62710 -2.10905 4.89672
C -3.00052 -0.62779 4.92474
N -2.23133 0.00381 6.03755
C -3.04819 0.15782 7.20331
C -2.16937 0.50601 8.33388
O -2.86130 0.47850 9.54672
C -2.14087 0.16498 10.68587
H -2.51282 -4.45773 3.49221
H -4.34249 -4.64473 3.51566
H -3.42253 -4.62735 5.04319
H -1.62863 -2.25849 4.43624
H -2.48707 -2.56462 5.92436
H -4.12990 -0.57213 5.10665
H -2.70089 -0.24436 3.91983
H -1.95531 0.87658 5.67844
H -3.44544 -0.84430 7.33750
H -3.87612 0.90518 7.07815
H -1.84724 1.51934 8.10036
H -1.24754 -0.13894 8.38359
H -1.75727 -0.81947 10.76435
H -2.72965 0.37226 11.59704
H -1.27416 0.89232 10.87184
C 2.98845 1.65247 -3.34166
O 1.74318 2.41133 -3.31561
C 0.61666 1.62869 -2.91578
C -0.61268 2.41126 -3.16790
N -1.76473 1.65151 -2.72269
C -2.14166 0.61449 -3.64775
C -3.65805 0.36340 -3.40746
O -4.27188 1.55757 -3.94182
C -5.61025 1.45398 -4.10489
H 2.91793 0.86815 -4.14786
H 3.12083 1.14210 -2.37528
H 3.73273 2.38117 -3.45842
H 0.74348 1.24160 -1.92741
H 0.55689 0.77404 -3.62536
H -0.77869 2.56632 -4.25498
H -0.57645 3.29870 -2.58401
H -2.54329 2.25656 -2.70651
H -1.46841 -0.23251 -3.49747
H -2.10753 1.05934 -4.63012
H -3.89926 0.20589 -2.32958
H -3.98878 -0.41130 -4.10296
H -5.82835 0.41811 -4.52636
H -6.01520 2.23342 -4.75771
H -6.09116 1.47243 -3.12358
C 0.53336 -4.50887 1.33060
O 0.24022 -4.61142 -0.06749
C 1.36236 -4.81552 -0.92942
C 0.89099 -5.36350 -2.33475
N 0.00502 -4.42745 -3.04980
C 0.51069 -3.62152 -4.11763
C 0.45311 -4.29513 -5.52264
O -0.85249 -4.51537 -6.01406
C -0.88065 -4.98029 -7.32081
H 1.57653 -4.68162 1.54682
H -0.09851 -5.15820 1.87947
H 0.26353 -3.52297 1.68628
H 2.10212 -5.54048 -0.61359
H 1.80176 -3.81806 -1.10846
H 0.38141 -6.28954 -2.12826
H 1.78510 -5.73674 -2.89576
H -0.98105 -4.74018 -3.08855
H 1.53322 -3.26119 -3.96808
H -0.19768 -2.76877 -4.23903
H 0.95647 -5.29031 -5.40538
H 1.03672 -3.72259 -6.15773
H -0.24028 -5.87128 -7.49990
H -0.50433 -4.30569 -8.12596
H -1.92449 -5.17547 -7.48333
C 0.34543 7.68353 -1.52386
O 1.63591 6.99230 -1.34662
C 1.34523 5.55946 -1.09968
C 2.59796 4.93590 -0.38805
N 2.46748 3.46389 -0.21877
C 3.53792 2.92901 0.63661
C 3.39972 1.47566 0.92402
O 3.66201 0.65295 -0.25153
C 4.98473 0.13901 -0.20805
H 0.52596 8.77912 -1.61281
H -0.36858 7.42507 -0.63699
H -0.13038 7.34040 -2.43890
H 1.03920 5.07915 -2.03209
H 0.51488 5.61963 -0.38612
H 2.71511 5.40032 0.59274
H 3.47977 5.13214 -0.97982
H 2.34531 2.99351 -1.10315
H 3.38079 3.36135 1.61723
H 4.48850 3.25507 0.25342
H 2.32522 1.23463 1.12996
H 4.07724 1.18822 1.70839
H 5.67894 0.97186 -0.19371
H 5.15864 -0.56155 -1.05202
H 5.07708 -0.49519 0.69491
C 5.64653 -0.69806 8.16614
O 4.65747 -0.09283 7.34696
C 3.34558 -0.41938 7.92240
C 2.25786 0.13294 7.05534
N 2.35777 -0.37129 5.65110
C 1.51390 0.27277 4.71957
C 1.55321 1.77586 4.70639
O 2.90175 2.06480 4.62022
C 3.17854 3.40773 4.52987
H 5.24893 -0.75074 9.18350
H 6.52981 -0.13402 8.20541
H 5.78059 -1.71178 7.84164
H 3.20804 0.09500 8.87502
H 3.32568 -1.48568 7.86643
H 2.25742 1.22125 7.13533
H 1.34090 -0.21992 7.52557
H 3.33856 -0.19737 5.41960
H 0.53116 -0.11714 4.77135
H 1.82278 -0.08316 3.73550
H 1.02592 2.15518 5.56560
H 0.98275 2.14256 3.79621
H 4.16263 3.66896 4.76189
H 2.58756 4.04279 5.20876
H 3.05218 3.78043 3.57822
C 4.30029 -7.12132 -3.40662
O 4.48219 -6.61069 -2.14962
C 4.78331 -5.19147 -2.04372
C 5.00832 -4.83025 -0.59918
N 5.32117 -3.46217 -0.37363
C 6.29593 -3.16079 0.57296
C 5.85890 -3.26112 2.01066
O 4.90029 -2.26542 2.31759
C 4.18351 -2.55473 3.53858
H 4.02532 -8.17759 -3.27005
H 5.19268 -7.06167 -4.08192
H 3.46779 -6.74251 -3.96553
H 3.91484 -4.59479 -2.35106
H 5.74548 -4.95237 -2.54521
H 5.90392 -5.32728 -0.36137
H 4.23386 -5.28905 0.06700
H 4.51670 -2.84748 -0.34014
H 6.80349 -2.20158 0.39632
H 7.06061 -3.98443 0.44757
H 6.74004 -3.02319 2.64507
H 5.49600 -4.26255 2.26261
H 3.86720 -1.66775 4.07875
H 4.83872 -3.08794 4.21282
H 3.30195 -3.15703 3.38160
*
```